{
  "formula": "C4H6N2S2",
  "method": "ωB97M-V/def2-TZVPD",
  "symbols": ["S", "S", "N", "N", "C", "C", "C", "C", "H", "H", "H", "H", "H", "H"],
  "coordinates": [[-2.682, -0.410, -0.595], [-0.861, 2.846, -0.099], [1.771, 0.769, -0.417], [0.555, 0.396, 0.435], [2.583, -0.171, -0.559], [-0.141, -0.893, 0.424], [-0.636, 1.185, 0.375], [-1.386, -0.069, 0.642], [-1.801, -0.259, 1.582], [2.476, -1.281, -0.140], [-0.234, -1.528, -0.546], [-3.189, 0.885, -0.976], [3.426, 0.101, -1.437], [0.118, -1.571, 1.311]],
  "e_homo_ev": -8.644,
  "lumo_energy_ev": -0.19,
  "relative_energy_kcal_mol": 100.6,
  "max_force_ha_per_bohr": 0.080,
  "smiles": "C=NN1C[C@H](S)C1=S",
  "e_tot_ev": -28891.8481
}